1.
Formula: C7H28FN14O7
Source: the Open Molecules 2025 dataset
Level of theory: ωB97M-V with the def2-TZVPD basis set

- Maximum force: 2.38 eV/Å
- Net charge: -1

Each line ends with the Löwdin charge.
Positions of all 57 atoms, in Å:
1 F -19.280 32.318 4.362  -0.501
2 C -20.317 33.845 8.712  -0.642
3 O -20.518 34.021 9.925  -0.015
4 N -19.879 32.640 8.202  0.155
5 N -20.518 34.842 7.767  0.153
6 H -19.716 32.415 7.239  0.063
7 H -19.641 31.954 8.896  0.101
8 H -20.561 35.806 8.014  0.100
9 H -20.467 34.459 6.840  0.053
10 C -15.608 31.811 3.991  -0.661
11 O -14.378 31.827 4.044  -0.009
12 N -16.449 32.350 4.929  0.142
13 N -16.259 31.230 2.920  0.159
14 H -16.184 32.708 5.821  0.102
15 H -17.433 32.317 4.639  0.029
16 H -15.744 30.662 2.281  0.097
17 H -17.242 31.374 2.782  0.055
18 C -22.191 35.047 4.764  -0.640
19 O -22.982 35.983 4.880  0.003
20 N -22.343 33.845 5.453  0.139
21 N -21.069 35.107 3.937  0.168
22 H -21.585 33.186 5.346  0.055
23 H -23.053 33.837 6.158  0.103
24 H -20.642 35.943 3.590  0.106
25 H -20.557 34.251 3.822  0.027
26 C -16.375 35.633 3.133  -0.629
27 O -16.629 35.806 1.948  0.024
28 N -17.297 35.060 3.991  0.150
29 N -15.135 35.851 3.719  0.148
30 H -16.936 34.941 4.918  0.077
31 H -18.070 34.501 3.692  0.035
32 H -14.892 35.193 4.435  0.081
33 H -14.408 36.235 3.147  0.096
34 C -21.207 30.013 2.547  -0.651
35 O -21.990 29.146 2.183  0.021
36 N -19.839 29.853 2.502  0.165
37 N -21.594 31.206 3.142  0.115
38 H -19.202 30.521 2.899  0.039
39 H -19.437 29.065 2.033  0.102
40 H -22.579 31.394 3.188  0.108
41 H -20.949 31.703 3.754  0.022
42 C -19.351 29.315 6.529  -0.651
43 O -19.366 28.512 7.470  -0.012
44 N -20.511 29.869 6.021  0.156
45 N -18.231 29.724 5.834  0.160
46 H -21.413 29.760 6.433  0.100
47 H -20.389 30.548 5.292  0.022
48 H -17.332 29.355 6.061  0.099
49 H -18.394 30.431 5.139  0.027
50 C -19.990 34.152 0.986  -0.652
51 O -19.890 35.086 0.190  0.008
52 N -21.047 33.257 1.066  0.153
53 N -18.979 33.809 1.864  0.138
54 H -20.955 32.548 1.776  0.031
55 H -21.864 33.533 0.557  0.099
56 H -19.162 33.071 2.521  0.025
57 H -18.189 34.432 1.972  0.052

***

2.
Formula: C7H28N14O7Tl
Source: the Open Molecules 2025 dataset
Level of theory: ωB97M-V with the def2-TZVPD basis set

- Maximum force: 2.18 eV/Å
- Net charge: +3

Each line ends with the Löwdin charge.
Positions of all 57 atoms, in Å:
1 Tl -5.568 -25.311 10.764  1.479
2 C -4.964 -21.766 9.373  -0.612
3 O -4.665 -22.973 9.270  -0.004
4 N -5.264 -21.156 10.531  0.210
5 N -5.006 -20.963 8.275  0.190
6 H -5.243 -21.716 11.364  0.108
7 H -5.428 -20.169 10.630  0.132
8 H -4.675 -21.301 7.390  0.124
9 H -5.028 -19.979 8.491  0.129
10 C -2.888 -26.891 13.030  -0.612
11 O -3.930 -26.213 12.875  -0.047
12 N -2.254 -27.483 11.989  0.196
13 N -2.240 -26.898 14.206  0.218
14 H -1.529 -28.161 12.161  0.125
15 H -2.729 -27.537 11.107  0.102
16 H -1.542 -27.603 14.375  0.132
17 H -2.659 -26.343 14.933  0.136
18 C -8.103 -23.665 7.954  -0.630
19 O -7.306 -24.312 8.651  -0.031
20 N -7.892 -22.375 7.588  0.186
21 N -9.263 -24.197 7.493  0.196
22 H -6.965 -22.010 7.745  0.065
23 H -8.277 -22.104 6.693  0.121
24 H -9.495 -25.161 7.643  0.118
25 H -9.916 -23.552 7.081  0.118
26 C -3.865 -25.468 7.137  -0.613
27 O -4.581 -25.554 8.165  -0.087
28 N -2.783 -26.236 6.956  0.204
29 N -4.103 -24.462 6.273  0.206
30 H -2.426 -26.332 6.018  0.128
31 H -2.310 -26.667 7.727  0.120
32 H -3.510 -24.332 5.472  0.127
33 H -4.808 -23.810 6.557  0.100
34 C -9.211 -26.702 11.187  -0.601
35 O -8.275 -25.877 11.166  -0.016
36 N -9.296 -27.759 10.356  0.206
37 N -10.255 -26.547 12.027  0.211
38 H -8.551 -27.916 9.697  0.121
39 H -9.855 -28.570 10.562  0.129
40 H -11.075 -27.124 11.945  0.129
41 H -10.321 -25.738 12.620  0.125
42 C -5.922 -29.120 11.855  -0.628
43 O -6.084 -27.932 11.522  -0.091
44 N -6.314 -29.630 13.040  0.207
45 N -5.504 -30.045 10.941  0.186
46 H -6.109 -30.592 13.242  0.123
47 H -6.718 -29.046 13.750  0.128
48 H -4.997 -29.663 10.161  0.112
49 H -5.270 -30.969 11.266  0.118
50 C -8.297 -22.566 11.885  -0.616
51 O -7.387 -23.207 11.318  -0.068
52 N -8.231 -22.197 13.178  0.202
53 N -9.456 -22.262 11.258  0.209
54 H -7.347 -22.303 13.644  0.122
55 H -8.914 -21.563 13.558  0.126
56 H -10.251 -21.966 11.797  0.124
57 H -9.517 -22.405 10.266  0.109

***

3.
Formula: C7H28N2O7
Source: the Open Molecules 2025 dataset
Level of theory: ωB97M-V with the def2-TZVPD basis set

- Structure (SMILES): NC(N)=O.CO.CO.CO.CO.CO.CO
- Maximum force: 6.74 eV/Å
- Net charge: 0

Each line ends with the Löwdin charge.
Positions of all 44 atoms, in Å:
1 N -2.179 -1.239 -0.763  0.183
2 C -2.821 -1.134 -1.850  -0.748
3 N -3.996 -1.629 -1.784  0.195
4 O -2.219 -0.586 -2.823  -0.019
5 H -1.191 -1.061 -0.656  0.093
6 H -2.663 -1.596 0.048  0.126
7 H -4.398 -2.046 -0.958  0.126
8 H -4.551 -1.327 -2.572  0.136
9 C -3.163 2.591 -2.437  -0.222
10 O -3.198 1.908 -3.610  -0.105
11 H -2.492 2.123 -1.716  0.064
12 H -2.694 3.560 -2.607  0.074
13 H -4.134 2.760 -1.973  0.077
14 H -2.606 1.172 -3.441  0.024
15 C 0.619 -3.818 0.456  -0.170
16 O 1.703 -2.906 0.374  -0.122
17 H 0.984 -4.834 0.606  0.075
18 H 0.085 -3.506 1.354  0.076
19 H -0.096 -3.917 -0.361  0.068
20 H 1.290 -2.069 0.596  0.008
21 C 0.276 1.616 4.918  -0.181
22 O 1.274 0.764 5.376  -0.110
23 H 0.688 2.624 4.881  0.075
24 H -0.033 1.402 3.895  0.062
25 H -0.590 1.598 5.580  0.083
26 H 1.892 0.599 4.660  0.045
27 C -0.097 0.764 0.534  -0.156
28 O 0.423 -0.467 0.881  -0.139
29 H -1.160 0.818 0.299  0.075
30 H 0.269 1.496 1.254  0.079
31 H 0.452 1.012 -0.375  0.087
32 H 1.182 -0.356 1.459  0.061
33 C 3.505 1.111 1.543  -0.134
34 O 3.118 0.251 2.585  -0.136
35 H 3.709 0.393 0.749  0.092
36 H 2.694 1.806 1.324  0.077
37 H 4.327 1.749 1.867  0.087
38 H 3.911 -0.136 2.963  0.092
39 C 1.632 0.195 -3.548  -0.107
40 O 2.994 0.398 -2.991  -0.157
41 H 1.690 -0.497 -4.387  0.073
42 H 1.057 -0.249 -2.735  0.056
43 H 1.137 1.112 -3.866  0.077
44 H 3.369 -0.451 -2.747  0.057

***

4.
Formula: C7H28O7
Source: the Open Molecules 2025 dataset
Level of theory: ωB97M-V with the def2-TZVPD basis set

- Structure (SMILES): CO.CO.CO.CO.CO.CO.CO
- Maximum force: 1.59 eV/Å
- Net charge: 0

Each line ends with the Löwdin charge.
Positions of all 42 atoms, in Å:
1 C 10.711 5.817 7.334  -0.093
2 O 9.644 6.763 7.575  -0.143
3 H 10.954 5.261 8.223  0.073
4 H 10.477 5.138 6.511  0.083
5 H 11.546 6.481 7.065  0.092
6 H 8.923 6.355 8.019  0.059
7 C 8.249 9.944 8.801  -0.110
8 O 6.882 10.286 8.807  -0.137
9 H 8.496 9.627 9.794  0.084
10 H 8.358 9.109 8.112  0.060
11 H 8.904 10.752 8.466  0.096
12 H 6.799 10.982 9.473  0.055
13 C 5.052 8.238 11.656  -0.170
14 O 5.799 8.567 12.821  -0.141
15 H 5.846 8.004 10.897  0.089
16 H 4.300 7.431 11.816  0.088
17 H 4.476 9.055 11.255  0.061
18 H 5.151 8.823 13.504  0.081
19 C 4.389 9.328 7.061  -0.166
20 O 5.008 8.596 8.098  -0.161
21 H 4.818 9.047 6.101  0.071
22 H 3.312 9.269 7.008  0.067
23 H 4.587 10.392 7.224  0.074
24 H 5.693 9.153 8.507  0.010
25 C 6.455 6.001 6.298  -0.180
26 O 7.392 6.221 5.290  -0.125
27 H 6.115 6.911 6.788  0.053
28 H 5.591 5.596 5.788  0.080
29 H 6.775 5.290 7.085  0.081
30 H 8.175 6.662 5.676  0.048
31 C 9.480 9.354 5.315  -0.171
32 O 10.265 9.395 6.470  -0.128
33 H 9.586 10.283 4.733  0.084
34 H 9.824 8.486 4.688  0.092
35 H 8.423 9.220 5.512  0.068
36 H 9.900 8.740 7.047  -0.002
37 C 6.411 13.442 11.196  -0.127
38 O 6.821 12.087 11.040  -0.140
39 H 5.326 13.575 11.084  0.083
40 H 6.744 13.815 12.156  0.076
41 H 6.958 14.001 10.423  0.088
42 H 6.798 11.597 11.877  0.096

***

5.
Formula: C7H28O9
Source: the Open Molecules 2025 dataset
Level of theory: ωB97M-V with the def2-TZVPD basis set

- Structure (SMILES): C=CC(=C)/C=C/C.O.O.O.O.O.O.O.O.O
- Maximum force: 11.63 eV/Å
- Net charge: 0

Each line ends with the Löwdin charge.
Positions of all 44 atoms, in Å:
1 C -3.255 -0.598 1.391  0.027
2 C -2.332 -0.663 0.435  -0.184
3 C -1.594 -1.666 -0.270  -0.337
4 C -2.067 -2.629 -1.103  0.081
5 C -0.361 -1.906 0.437  -0.080
6 C 0.631 -0.971 0.627  -0.128
7 C 1.897 -1.456 1.252  -0.127
8 H -3.549 0.406 1.790  0.076
9 H -3.639 -1.493 1.815  0.050
10 H -1.954 0.338 -0.002  0.128
11 H -3.115 -2.469 -1.439  0.081
12 H -1.736 -3.536 -1.383  0.023
13 H -0.097 -2.947 0.790  0.146
14 H 0.572 0.074 0.511  0.057
15 H 2.498 -0.721 1.827  0.075
16 H 1.721 -2.257 1.982  0.075
17 H 2.577 -1.931 0.449  0.082
18 O 1.858 -2.298 -1.998  -0.085
19 H 1.781 -3.210 -2.375  0.064
20 H 1.890 -2.376 -1.001  0.009
21 O 3.602 -0.015 -0.680  -0.053
22 H 4.078 0.779 -0.981  0.070
23 H 3.159 -0.214 -1.505  0.043
24 O 2.036 2.483 -3.340  0.077
25 H 1.254 2.744 -3.367  -0.130
26 H 2.594 2.644 -2.637  0.002
27 O -0.876 2.727 -2.711  -0.067
28 H -0.764 2.588 -1.743  0.031
29 H -1.245 1.894 -3.042  0.015
30 O -2.556 0.174 -2.744  0.013
31 H -3.363 0.568 -2.848  0.006
32 H -2.579 -0.727 -2.488  -0.013
33 O -0.128 2.210 0.567  -0.112
34 H 0.819 2.073 0.191  0.060
35 H -0.057 2.109 1.531  -0.001
36 O 2.559 1.734 1.105  -0.084
37 H 3.377 1.852 1.688  0.105
38 H 2.687 0.877 0.719  -0.046
39 O -0.993 -1.513 3.782  -0.086
40 H -0.658 -2.308 4.338  0.092
41 H -0.171 -1.059 3.580  0.011
42 O -0.649 2.176 3.553  0.002
43 H -1.064 1.417 3.325  -0.039
44 H -1.366 2.805 3.394  0.070

***

Number 1: orbital gap 9.76 eV. Number 2: orbital gap 4.00 eV. Number 3: orbital gap 9.81 eV. Number 4: orbital gap 9.99 eV. Number 5: orbital gap 9.06 eV.